[1]
103
Properties=species:S:1:pos:R:3 method="wB97M-V/def2-TZVPD" charge=+1 relative_energy_kcal_mol=24.46 e_lumo_ha="-0.1370 / -0.1536" gap_ev="6.41 / 6.02" homo_ev="-10.14 / -10.20" largest_force_ev_per_a=0.91 spin_multiplicity=3 energy_ev=-104788.062
Mo -1.034 0.741 -0.168
O -4.300 -1.440 -1.791
C -3.522 -0.540 -1.248
O -2.330 -0.727 -1.004
C -4.084 0.767 -0.830
C -5.363 1.251 -0.986
C -5.643 2.513 -0.448
C -4.655 3.209 0.226
C -3.388 2.639 0.326
N -3.126 1.457 -0.199
C -2.188 3.224 1.046
O -2.272 4.230 1.700
O -1.137 2.470 0.875
H -3.784 -2.259 -1.938
H -6.114 0.671 -1.501
H -6.631 2.937 -0.553
H -4.825 4.176 0.676
C 1.246 5.783 -2.799
O 1.832 4.866 -3.718
C 1.378 3.599 -3.712
C 2.016 2.716 -4.598
C 1.615 1.406 -4.624
C 0.610 0.900 -3.775
C 0.233 -0.515 -3.874
C 0.806 -1.346 -5.004
O -0.520 -1.057 -3.072
C 0.000 1.806 -2.882
O -0.952 1.446 -2.024
C 0.359 3.153 -2.888
H 1.777 6.720 -2.940
H 1.368 5.433 -1.772
H 0.187 5.927 -3.020
H 2.803 3.085 -5.236
H 2.100 0.738 -5.321
H 1.888 -1.439 -4.911
H 0.598 -0.898 -5.975
H 0.361 -2.336 -4.952
H -0.125 3.802 -2.176
C 1.211 -2.317 2.551
N 0.382 -1.519 1.645
P -0.728 -0.342 2.132
C -2.071 -1.138 3.034
C -1.844 -1.781 4.253
C -2.872 -2.466 4.878
C -4.136 -2.500 4.304
C -4.377 -1.844 3.107
C -3.343 -1.170 2.475
C 0.082 0.729 3.327
C -0.677 1.418 4.268
C -0.078 2.372 5.074
C 1.277 2.640 4.946
C 2.037 1.955 4.007
C 1.440 1.009 3.193
P 0.166 -1.720 -0.037
C 1.688 -2.352 -0.745
C 2.155 -3.640 -0.483
C 3.323 -4.080 -1.081
C 4.013 -3.248 -1.956
C 3.538 -1.976 -2.236
C 2.374 -1.526 -1.630
C -1.003 -3.117 -0.178
C -1.531 -3.753 0.936
C -2.480 -4.761 0.793
C -2.900 -5.144 -0.466
C -2.356 -4.527 -1.593
C -1.414 -3.522 -1.454
H 1.558 -1.692 3.374
H 2.086 -2.683 2.015
H 0.670 -3.171 2.964
H -0.868 -1.734 4.720
H -2.692 -2.966 5.819
H -4.937 -3.032 4.799
H -5.365 -1.860 2.668
H -3.526 -0.666 1.533
H -1.737 1.219 4.375
H -0.673 2.913 5.796
H 1.740 3.386 5.575
H 3.092 2.166 3.899
H 2.028 0.497 2.446
H 1.601 -4.305 0.168
H 3.688 -5.076 -0.875
H 4.922 -3.600 -2.424
H 4.072 -1.329 -2.919
H 2.005 -0.527 -1.834
H -1.218 -3.466 1.929
H -2.886 -5.242 1.673
H -3.635 -5.928 -0.580
H -2.650 -4.852 -2.583
H -1.006 -3.037 -2.329
Cl 7.588 1.159 0.273
C 5.876 1.438 0.217
C 5.012 0.399 0.528
C 3.647 0.626 0.463
C 3.148 1.872 0.098
C 4.036 2.904 -0.191
C 5.402 2.692 -0.137
C 1.679 2.159 -0.018
O 1.247 3.271 -0.190
O 0.930 1.066 0.087
H 5.405 -0.566 0.810
H 2.960 -0.176 0.707
H 3.642 3.873 -0.465
H 6.100 3.484 -0.367

[2]
107
Properties=species:S:1:pos:R:3 method="wB97M-V/def2-TZVPD" charge=+2 relative_energy_kcal_mol=0.00 e_lumo_ha="-0.1689 / -0.2166" gap_ev="8.48 / 7.18" homo_ev="-13.08 / -13.07" largest_force_ev_per_a=0.25 spin_multiplicity=2 energy_ev=-104750.959
Pt -0.301 -0.066 -0.047
C -4.324 0.644 -1.177
C -2.967 0.589 -1.479
N -2.291 0.204 -0.398
N -3.171 0.003 0.597
C -4.407 0.273 0.152
B -2.707 -0.349 2.047
N -1.810 0.816 2.527
C -1.842 1.649 3.583
C -0.771 2.515 3.490
C -0.113 2.148 2.319
N -0.746 1.129 1.751
N -1.803 -1.621 1.958
C -1.787 -2.732 2.711
C -0.732 -3.528 2.308
C -0.112 -2.812 1.291
N -0.768 -1.670 1.095
N -3.914 -0.632 2.889
C -4.779 -1.678 2.744
C -5.857 -1.445 3.552
C -5.576 -0.202 4.156
N -4.422 0.286 3.749
H -5.133 0.913 -1.832
H -2.454 0.793 -2.403
H -5.257 0.183 0.808
H -2.635 1.566 4.305
H -0.510 3.303 4.173
H 0.773 2.558 1.870
H -2.522 -2.882 3.483
H -0.454 -4.489 2.701
H 0.762 -3.037 0.704
H -4.569 -2.496 2.074
H -6.718 -2.075 3.692
H -6.169 0.349 4.869
N 0.135 1.522 -1.208
S 0.604 1.908 -2.537
N 2.203 2.177 -2.778
S 3.228 1.026 -2.935
N 3.085 -0.272 -2.102
S 2.934 -0.379 -0.473
N 1.614 -0.634 0.109
C 3.983 -1.761 -0.135
C 3.885 -2.293 1.146
C 4.691 -3.368 1.483
C 5.573 -3.898 0.549
C 5.656 -3.357 -0.726
C 4.860 -2.276 -1.078
C 3.821 1.021 0.187
C 5.181 0.957 0.460
C 5.806 2.076 0.992
C 5.076 3.230 1.241
C 3.718 3.281 0.951
C 3.079 2.171 0.422
C 4.779 1.840 -2.704
C 4.839 3.164 -2.303
C 6.090 3.736 -2.118
C 7.239 2.989 -2.331
C 7.156 1.660 -2.736
C 5.919 1.074 -2.928
C 3.299 0.422 -4.596
C 3.633 1.356 -5.572
C 3.688 0.943 -6.890
C 3.407 -0.380 -7.215
C 3.072 -1.294 -6.227
C 3.017 -0.900 -4.897
C 0.130 0.833 -3.887
C -0.102 -0.503 -3.592
C -0.454 -1.372 -4.615
C -0.560 -0.903 -5.916
C -0.313 0.434 -6.202
C 0.034 1.312 -5.188
C 0.001 3.513 -2.960
C -1.227 3.856 -2.410
C -1.781 5.085 -2.731
C -1.109 5.948 -3.586
C 0.123 5.594 -4.121
C 0.690 4.369 -3.811
H 3.186 -1.874 1.857
H 4.630 -3.793 2.476
H 6.198 -4.739 0.817
H 6.339 -3.779 -1.451
H 4.909 -1.852 -2.070
H 5.745 0.052 0.279
H 6.862 2.038 1.223
H 5.568 4.094 1.668
H 3.156 4.185 1.144
H 2.026 2.192 0.175
H 3.931 3.725 -2.134
H 6.163 4.769 -1.806
H 8.210 3.445 -2.189
H 8.056 1.086 -2.910
H 5.841 0.045 -3.257
H 3.859 2.381 -5.304
H 3.956 1.649 -7.664
H 3.457 -0.700 -8.247
H 2.857 -2.322 -6.488
H 2.759 -1.596 -4.113
H -0.008 -0.868 -2.577
H -0.647 -2.413 -4.391
H -0.842 -1.580 -6.712
H -0.402 0.798 -7.217
H 0.209 2.356 -5.411
H -1.722 3.178 -1.727
H -2.734 5.371 -2.307
H -1.544 6.908 -3.832
H 0.645 6.276 -4.778
H 1.655 4.089 -4.209

[3]
106
Properties=species:S:1:pos:R:3 method="wB97M-V/def2-TZVPD" charge=+1 relative_energy_kcal_mol=54.96 e_lumo_ha="-0.1217 / -0.1263" gap_ev="6.27 / 6.37" homo_ev="-9.58 / -9.80" largest_force_ev_per_a=3.42 energy_ev=-117651.412
Pb -1.782 1.539 0.364
O -2.645 5.144 3.460
C -3.451 4.268 3.159
O -4.298 4.350 2.101
C -3.487 2.942 3.803
C -3.102 2.757 5.145
C -3.180 1.458 5.667
C -3.506 0.435 4.805
C -3.680 0.705 3.443
N -3.864 1.932 3.015
C -3.753 -0.447 2.432
O -4.238 -1.536 2.859
O -3.264 -0.184 1.287
H -2.772 3.637 5.684
H -2.932 1.254 6.695
H -3.522 -0.621 5.044
N -0.805 1.040 -1.650
S 0.374 0.693 -2.487
N 1.783 0.184 -2.013
S 2.312 -0.967 -1.054
N 1.648 -1.368 0.307
S 0.985 -0.462 1.503
N 0.148 0.734 1.313
C 2.385 -0.021 2.529
C 2.712 1.303 2.824
C 3.719 1.584 3.755
C 4.337 0.554 4.471
C 4.089 -0.772 4.103
C 3.158 -1.051 3.088
C 0.326 -1.837 2.392
C -0.274 -2.875 1.666
C -0.728 -4.045 2.271
C -0.662 -4.164 3.654
C 0.004 -3.170 4.406
C 0.366 -1.967 3.787
C 4.002 -0.506 -0.784
C 4.424 0.806 -1.012
C 5.713 1.151 -0.569
C 6.593 0.206 -0.060
C 6.131 -1.064 0.169
C 4.844 -1.437 -0.203
C 2.512 -2.406 -2.057
C 3.408 -2.344 -3.126
C 3.541 -3.433 -4.005
C 2.688 -4.566 -3.823
C 1.846 -4.572 -2.727
C 1.748 -3.496 -1.831
C 0.857 2.099 -3.435
C 2.123 2.329 -3.951
C 2.399 3.555 -4.611
C 1.363 4.483 -4.720
C 0.044 4.164 -4.311
C -0.186 2.934 -3.742
C -0.095 -0.504 -3.802
C 0.536 -0.495 -5.071
C -0.008 -1.203 -6.125
C -1.215 -1.906 -5.917
C -1.751 -1.975 -4.639
C -1.179 -1.341 -3.567
H 2.144 2.068 2.298
H 4.022 2.612 3.831
H 4.995 0.822 5.282
H 4.620 -1.620 4.533
H 2.953 -2.103 2.771
H -0.316 -2.749 0.578
H -1.118 -4.811 1.632
H -1.033 -5.050 4.127
H 0.194 -3.287 5.450
H 0.679 -1.171 4.442
H 3.753 1.495 -1.510
H 6.052 2.169 -0.757
H 7.634 0.449 0.130
H 6.755 -1.821 0.610
H 4.484 -2.430 0.084
H 3.995 -1.453 -3.303
H 4.180 -3.263 -4.886
H 2.655 -5.355 -4.564
H 1.273 -5.454 -2.505
H 1.105 -3.526 -0.955
H 2.925 1.603 -3.789
H 3.406 3.813 -4.904
H 1.555 5.471 -5.195
H -0.815 4.798 -4.414
H -1.208 2.619 -3.516
H 1.503 0.024 -5.227
H 0.464 -1.252 -7.119
H -1.750 -2.329 -6.782
H -2.670 -2.544 -4.513
H -1.614 -1.350 -2.576
C -1.309 3.919 0.420
H -0.861 4.176 -0.563
H -0.622 4.077 1.261
H -2.291 4.417 0.553
C -5.668 -1.224 -0.211
N -6.011 -0.020 0.556
C -6.738 0.089 1.713
C -6.903 1.449 1.937
N -6.284 2.150 0.974
C -5.806 1.232 0.061
S -5.251 1.479 -1.514
H -6.583 -1.522 -0.723
H -5.218 -1.992 0.410
H -4.976 -0.824 -0.964
H -7.012 -0.807 2.266
H -7.322 2.025 2.764
H -4.707 3.492 1.895

[4]
104
Properties=species:S:1:pos:R:3 method="wB97M-V/def2-TZVPD" charge=+2 relative_energy_kcal_mol=6.09 e_lumo_ha=-0.1996 gap_ev=7.75 homo_ev=-13.18 largest_force_ev_per_a=0.48 energy_ev=-142110.537
Sn -0.106 2.967 1.509
C 2.974 3.844 0.792
C 3.544 2.536 1.252
N 4.850 2.361 1.123
C 5.420 1.240 1.549
C 4.710 0.230 2.170
C 5.353 -1.053 2.623
O 4.340 -1.879 3.207
C 3.339 0.400 2.315
C 2.512 -0.586 3.022
N 1.611 -1.317 2.431
C 0.784 -2.187 3.252
C 0.966 -3.556 3.109
C 0.209 -4.440 3.854
C -0.736 -3.951 4.747
C -0.910 -2.585 4.899
C -0.145 -1.700 4.150
I -0.432 0.342 4.499
C 2.715 1.549 1.816
O 1.387 1.673 1.961
H 3.783 4.502 0.488
H 2.418 4.337 1.596
H 2.311 3.703 -0.063
H 6.490 1.155 1.403
H 6.154 -0.855 3.337
H 5.784 -1.576 1.768
H 4.627 -2.201 4.069
H 2.480 -0.596 4.106
H 1.709 -3.921 2.410
H 0.357 -5.505 3.741
H -1.335 -4.632 5.335
H -1.635 -2.201 5.604
N -0.728 0.803 -5.408
C -0.003 1.841 -4.929
O 0.655 2.591 -5.611
C -0.029 2.025 -3.431
C 0.058 3.327 -2.952
C 0.067 3.536 -1.593
N 0.027 2.521 -0.717
C -0.037 1.266 -1.180
C -0.073 0.972 -2.527
H -0.783 0.700 -6.410
H -1.390 0.303 -4.842
H 0.126 4.153 -3.646
H 0.117 4.538 -1.183
H -0.053 0.479 -0.434
H -0.092 -0.064 -2.845
C -4.423 3.625 -2.111
C -3.996 2.315 -2.288
C -3.441 1.615 -1.227
C -3.324 2.224 0.019
C -3.761 3.533 0.198
C -4.311 4.231 -0.870
As -2.399 1.345 1.474
C -2.977 -0.474 1.550
C -2.659 -1.513 0.694
C -3.201 -2.768 0.936
C -4.038 -2.960 2.029
C -4.346 -1.912 2.886
C -3.817 -0.647 2.657
C -4.061 0.560 3.482
C -4.814 0.605 4.648
C -4.922 1.795 5.354
C -4.280 2.945 4.912
C -3.524 2.914 3.747
C -3.433 1.727 3.038
H -4.859 4.167 -2.939
H -4.112 1.836 -3.251
H -3.132 0.583 -1.362
H -3.706 4.007 1.170
H -4.662 5.244 -0.726
H -2.000 -1.355 -0.152
H -2.976 -3.595 0.276
H -4.462 -3.938 2.213
H -5.007 -2.085 3.725
H -5.315 -0.282 5.014
H -5.510 1.826 6.261
H -4.368 3.865 5.474
H -3.016 3.811 3.413
C 3.600 -2.965 -4.931
C 2.523 -1.869 -4.879
C 3.176 -0.507 -5.140
C 1.502 -2.133 -5.989
C 1.881 -1.917 -3.492
C 0.702 -2.635 -3.261
C 0.126 -2.773 -1.997
C 0.790 -2.170 -0.956
O 0.485 -2.169 0.400
B 1.508 -1.457 0.967
O 2.413 -0.973 0.058
C 1.954 -1.457 -1.164
C 2.518 -1.300 -2.406
H 4.086 -2.964 -5.907
H 3.160 -3.950 -4.768
H 4.364 -2.802 -4.169
H 3.560 -0.482 -6.159
H 4.021 -0.314 -4.479
H 2.463 0.314 -5.038
H 1.984 -2.001 -6.957
H 0.662 -1.440 -5.928
H 1.117 -3.154 -5.963
H 0.209 -3.124 -4.089
H -0.773 -3.353 -1.842
H 3.433 -0.738 -2.520